(1)
Here is a 2-piece molecular cluster, C6H15ClNO overall from OMol25. Energies are from ωB97M-V/def2-TZVPD.

Results
E in eV: -22514.5389
Total charge: +1
Highest occupied orbital energy in eV: -15.0
Energy above the lowest of the compared OMol25 structures with the same formula, charge and spin in kcal/mol: 92.66
Gap between HOMO and LUMO in eV: 10.50

Geometry as XYZ:
```
24
Properties=species:S:1:pos:R:3:mulliken_charge:R:1
C -0.166 0.525 -2.597 -1.6076
C 1.352 -0.410 1.722 -0.9265
C -0.704 0.808 1.781 -0.9240
C -0.814 0.197 -1.273 0.1199
C 0.285 0.194 -0.236 -1.0819
C -0.566 -1.509 1.169 0.2182
N 0.061 -0.225 1.194 -0.0799
O 0.572 -2.315 -0.211 -0.5255
Cl -0.403 -2.414 2.677 -0.0517
H 0.602 -0.100 -2.660 0.4863
H -0.796 0.363 -3.374 0.4740
H 0.262 1.620 -2.597 0.2881
H 1.930 0.463 1.553 0.4329
H 1.307 -0.876 2.738 0.3842
H 1.862 -1.346 1.217 0.3660
H -0.904 0.609 2.820 0.4152
H -0.184 1.792 1.718 0.3348
H -1.675 0.863 1.349 0.4401
H -1.210 -0.872 -1.515 0.2008
H -1.688 0.880 -1.104 0.2735
H 1.116 -0.422 -0.624 0.5508
H 0.673 1.212 -0.203 0.5557
H -1.625 -1.649 0.698 0.3956
H 0.236 -3.208 -0.386 0.2610
```


(2)
Here is C6H15IN4OS as an isolated structure from OMol25. Energies are from ωB97M-V/def2-TZVPD.

Results
E in eV: -33403.2017
Total charge: 0
Highest occupied orbital energy in eV: -8.4
Energy above the lowest of the compared OMol25 structures with the same formula, charge and spin in kcal/mol: 27.39
Gap between HOMO and LUMO in eV: 8.24

Geometry as XYZ:
```
28
Properties=species:S:1:pos:R:3:mulliken_charge:R:1
C 0.144 -0.649 0.887 -0.7526
C -1.425 -0.417 -1.543 -0.6864
C 0.384 0.388 -0.153 -0.2444
C 2.374 1.645 0.682 -2.2429
C 0.847 2.802 -0.732 -1.9078
C 0.892 1.797 0.378 0.4791
N -1.629 -3.402 -0.859 -0.7278
N -0.061 -1.938 0.275 0.0597
N -0.889 0.618 -0.825 -0.4817
N 0.194 -2.976 1.312 -0.7093
O -2.545 -1.520 0.760 -0.5676
S -1.673 -1.983 -0.304 0.8055
I -2.453 1.419 0.214 0.1646
H 1.077 -0.642 1.516 0.5150
H -0.635 -0.210 1.548 0.3618
H -2.480 -0.422 -2.006 0.4843
H -0.696 -0.974 -2.309 0.3507
H 0.867 -0.036 -1.068 0.5317
H 2.808 1.420 -0.182 0.5736
H 2.521 0.968 1.384 0.5110
H 2.687 2.559 0.917 0.6276
H 1.550 2.645 -1.412 0.4583
H 0.984 3.732 -0.377 0.6482
H -0.158 2.964 -1.217 0.2884
H 0.385 2.183 1.196 0.6178
H -2.452 -3.706 -1.436 0.2620
H -0.101 -2.568 2.207 0.2863
H -0.515 -3.693 1.149 0.2946
```


(3)
Here is C6H15InNO2 as an isolated structure from OMol25. Energies are from ωB97M-V/def2-TZVPD.

Results
E in eV: -17203.7249
Multiplicity: 2
Total charge: +2
Highest occupied orbital energy (spin up / spin down) in eV: -17.5 / -17.4
Gap between HOMO and LUMO (spin up / spin down) in eV: 9.57 / 4.96

Geometry as XYZ:
```
25
Properties=species:S:1:pos:R:3:mulliken_spin:R:1
In -1.771 1.405 1.276 0.0539
C 0.082 -1.254 3.703 -0.0017
O 0.234 -0.608 2.458 0.0112
C 1.473 -0.838 1.758 0.0022
C 1.316 -0.525 0.218 0.0160
N 0.933 0.884 -0.079 0.6254
C 0.853 1.127 -1.459 0.0321
C -0.321 0.459 -2.127 0.0677
O -1.602 0.924 -1.657 0.0775
C -2.627 0.653 -2.661 0.0009
H 0.238 -2.323 3.561 0.0012
H -0.978 -1.146 3.933 0.0006
H 0.613 -0.714 4.487 0.0002
H 1.782 -1.883 1.782 0.0006
H 2.276 -0.188 2.104 -0.0001
H 0.474 -1.176 -0.018 0.0179
H 2.192 -0.835 -0.352 0.0329
H 1.616 1.473 0.375 -0.0102
H 1.735 0.900 -2.058 0.0580
H 0.707 2.206 -1.494 0.0072
H -0.170 -0.582 -1.839 -0.0004
H -0.257 0.526 -3.213 -0.0030
H -3.585 1.052 -2.329 0.0008
H -2.711 -0.434 -2.651 0.0047
H -2.502 0.897 -3.716 0.0042
```


(4)
Here is C6H15N as an isolated structure from OMol25. Energies are from ωB97M-V/def2-TZVPD.

Results
E in eV: -7951.0639
Multiplicity: 2
Total charge: -1
Highest occupied orbital energy (spin up / spin down) in eV: -1.2 / -1.9
Energy above the lowest of the compared OMol25 structures with the same formula, charge and spin in kcal/mol: 64.08
Gap between HOMO and LUMO (spin up / spin down) in eV: 5.22 / 5.92

Geometry as XYZ:
```
22
Properties=species:S:1:pos:R:3:mulliken_spin:R:1
C 2.991 -1.097 -0.202 0.3640
N 1.355 0.418 0.104 0.7067
C 0.140 -0.292 -0.169 -0.0120
C -0.951 0.770 -0.474 0.0495
C -2.259 0.068 -0.912 0.0050
C -1.192 1.727 0.704 -0.0146
C -0.281 -1.210 1.009 0.0216
H 2.475 -1.979 0.209 -0.0453
H 3.706 -0.867 0.596 -0.0196
H 3.502 -1.549 -1.081 0.0183
H 2.315 0.121 -0.581 -0.1131
H 0.219 -0.919 -1.089 0.0412
H -0.526 1.353 -1.289 0.0109
H -3.094 0.671 -1.259 0.0023
H -1.891 -0.427 -1.831 -0.0039
H -2.472 -0.810 -0.304 0.0011
H -0.299 1.801 1.322 0.0019
H -2.077 1.400 1.271 0.0022
H -1.545 2.706 0.364 -0.0133
H -1.174 -0.830 1.514 0.0034
H -0.521 -2.222 0.668 -0.0128
H 0.541 -1.083 1.712 0.0064
```


(5)
Here is C6H15N as an isolated structure from OMol25. Energies are from ωB97M-V/def2-TZVPD.

Results
E in eV: -7951.9069
Total charge: 0
Highest occupied orbital energy in eV: -8.2
Energy above the lowest of the compared OMol25 structures with the same formula, charge and spin in kcal/mol: 89.00
Gap between HOMO and LUMO in eV: 8.72

Geometry as XYZ:
```
22
Properties=species:S:1:pos:R:3:mulliken_charge:R:1
C 0.595 0.209 1.211 0.0426
N -0.316 -0.697 1.034 -0.6716
C -1.457 -1.615 -1.820 -0.9646
C -0.004 -1.278 -2.160 -0.2539
C 0.208 0.144 -2.635 -1.0949
C 0.398 1.444 2.054 -0.3238
C 0.658 1.130 3.530 -1.2334
H 1.587 0.212 0.706 0.3573
H -0.567 0.151 0.355 0.0816
H -2.148 -1.112 -2.502 0.3001
H -1.627 -1.211 -0.821 0.2629
H -1.661 -2.680 -1.825 0.2896
H 0.402 -1.914 -2.954 0.3602
H 0.579 -1.485 -1.256 0.2557
H -0.402 0.343 -3.516 0.3723
H -0.033 0.897 -1.882 0.2493
H 1.238 0.311 -2.945 0.2997
H -0.640 1.762 1.960 0.3276
H 1.044 2.254 1.717 0.3073
H 0.476 2.011 4.146 0.3334
H 1.675 0.786 3.729 0.3388
H -0.008 0.337 3.875 0.3638
```


(6)
Here is one molecule with the formula C6H15N from OMol25. Energies are from ωB97M-V/def2-TZVPD.

Results
E in eV: -7954.5478
SMILES: CCN(C)C(C)C
Total charge: 0
Highest occupied orbital energy in eV: -8.1
Energy above the lowest of the compared OMol25 structures with the same formula, charge and spin in kcal/mol: 28.10
Gap between HOMO and LUMO in eV: 9.27

Geometry as XYZ:
```
22
Properties=species:S:1:pos:R:3:mulliken_charge:R:1
C -2.016 -0.917 0.600 -0.9640
C -1.225 -0.950 -0.704 -0.6902
N 0.149 -0.424 -0.632 -0.0079
C 1.074 -1.382 -0.093 -0.9898
C 0.337 1.145 1.411 -1.2535
C 0.193 0.947 -0.139 0.4038
C 1.426 1.607 -0.779 -1.7166
H -1.413 -1.126 1.479 0.2828
H -2.522 0.039 0.742 0.2566
H -2.845 -1.615 0.509 0.3727
H -1.137 -1.978 -1.061 0.4157
H -1.756 -0.387 -1.473 0.3423
H 1.114 -2.318 -0.637 0.3732
H 2.084 -0.962 -0.247 0.2781
H 1.144 -1.517 0.998 0.3202
H 1.274 1.636 1.659 0.4248
H -0.566 1.603 1.804 0.2551
H 0.462 0.166 1.857 0.2742
H -0.667 1.493 -0.511 0.4251
H 2.367 1.083 -0.587 0.3660
H 1.318 1.693 -1.850 0.3844
H 1.676 2.601 -0.393 0.4471
```